(1)
Density functional theory data (ωB97M-V/def2-TZVPD) for a cluster of 2 separate species, CHClF2O in total.

```
6
Properties=species:S:1:pos:R:3:forces:R:3:lowdin_charge:R:1
C -4.395 0.013 -0.011 2.68 0.15 -3.01 -0.55
O -4.578 0.364 1.062 -1.19 0.35 2.29 0.25
F -3.537 0.680 -0.848 -1.17 -0.79 0.48 0.11
F -4.767 -1.077 -0.637 -0.31 0.30 0.25 0.19
Cl 0.155 -0.338 1.030 -1.31 -4.95 -1.36 0.38
H 0.441 0.747 1.328 1.29 4.95 1.36 -0.37
```
Positions in Å, forces in eV/Å.

Properties
F_max	0.1030	Eh/bohr
SMILES	O=C(F)F.Cl
relative energy (zero: lowest compared OMol25 entry of this formula, charge and spin)	46.40	kJ/mol
total energy	-773.8654	hartree
charge	0
orbital gap	12.623	eV
E_HOMO	-0.440	hartree

(2)
Density functional theory data (ωB97M-V/def2-TZVPD) for a structure of composition C34H41N5O3PSiSmTe.

```
87
Properties=species:S:1:pos:R:3:forces:R:3:mulliken_spin:R:1
Sm 1.025 0.237 -0.088 1.01 -1.12 0.75 5.11
N -2.402 1.036 3.309 0.08 -0.08 0.06 0.00
C -1.438 1.157 2.392 -0.03 0.36 -0.01 0.00
N -0.815 0.171 1.835 0.26 -0.75 -0.58 0.00
C -1.202 -1.136 2.138 0.31 0.19 -0.23 -0.01
N -0.679 -2.189 1.596 -0.30 -0.32 0.43 0.00
N 0.247 -1.986 0.615 0.07 -0.58 -0.04 -0.01
C 0.863 -3.047 0.228 -0.59 0.36 0.59 0.00
C 1.807 -2.975 -0.861 0.69 0.18 -0.71 0.00
C 2.467 -4.123 -1.309 -0.35 0.09 0.35 0.00
C 3.355 -4.033 -2.358 0.16 0.27 -0.23 0.00
C 3.553 -2.796 -2.960 0.04 -0.36 0.08 0.00
C 2.865 -1.707 -2.462 -0.11 0.30 -0.02 0.00
N 2.024 -1.769 -1.432 -0.07 -0.34 0.12 0.00
C -2.260 -1.337 3.124 -0.17 0.15 0.18 0.00
C -2.714 -2.606 3.493 -0.06 0.03 0.03 0.00
C -3.721 -2.741 4.425 0.08 -0.11 -0.07 0.00
C -4.292 -1.613 5.010 0.02 0.13 -0.02 0.00
C -3.863 -0.350 4.655 -0.11 0.02 0.09 0.00
C -2.852 -0.214 3.711 0.12 -0.30 -0.16 0.00
H -2.865 1.859 3.657 0.03 0.10 -0.08 0.00
H -1.162 2.170 2.117 -0.02 0.00 -0.03 0.00
H 0.687 -4.002 0.715 -0.13 -0.02 -0.01 0.00
H 2.265 -5.066 -0.819 0.03 -0.01 -0.01 0.00
H 3.891 -4.905 -2.708 -0.04 -0.03 0.00 0.00
H 4.234 -2.680 -3.792 -0.02 0.04 -0.01 0.00
H 2.987 -0.727 -2.910 0.00 0.01 0.02 0.00
H -2.260 -3.466 3.023 0.01 -0.01 0.01 0.00
H -4.067 -3.728 4.700 -0.01 0.01 0.02 0.00
H -5.077 -1.723 5.746 -0.01 0.01 -0.01 0.00
H -4.306 0.533 5.101 0.00 -0.01 0.00 0.00
C 1.929 1.217 3.463 0.21 -0.13 0.02 0.00
C 3.136 0.469 2.887 0.02 -0.06 -0.05 0.00
C 4.190 1.487 2.456 -0.14 -0.05 0.05 0.00
C 2.727 -0.501 1.760 -0.48 0.13 -0.13 -0.05
H 2.239 1.907 4.254 -0.06 -0.03 0.03 0.00
H 1.204 0.513 3.877 -0.07 0.03 0.00 0.00
H 1.449 1.805 2.676 -0.04 0.06 0.00 0.00
H 3.575 -0.106 3.716 0.02 0.04 0.02 0.00
H 3.787 2.151 1.689 0.04 0.02 -0.07 0.00
H 5.079 0.991 2.063 0.02 0.02 -0.02 0.00
H 4.496 2.106 3.303 0.03 0.01 -0.02 0.00
H 2.278 -1.388 2.233 0.05 -0.05 -0.01 0.00
H 3.625 -0.856 1.231 0.01 -0.06 0.04 0.00
C -4.533 -2.859 -2.844 -0.01 -0.03 0.04 0.00
C -4.664 -1.568 -3.339 -0.02 0.03 -0.04 0.00
C -3.740 -0.594 -2.992 -0.04 -0.04 -0.01 0.00
C -2.660 -0.879 -2.152 0.24 0.14 0.15 0.00
C -2.547 -2.183 -1.670 -0.03 0.03 -0.02 0.00
C -3.471 -3.165 -2.006 -0.02 -0.09 0.00 0.00
Si -1.399 0.499 -1.683 -1.40 -0.10 -0.55 -0.01
C -2.552 1.714 -0.721 0.14 -0.17 -0.07 0.00
C -3.585 1.250 0.099 -0.03 -0.03 -0.06 0.00
C -4.393 2.125 0.815 -0.03 -0.02 0.11 0.00
C -4.173 3.494 0.743 -0.01 0.02 0.03 0.00
C -3.149 3.978 -0.062 0.01 0.05 0.02 0.00
C -2.357 3.097 -0.784 0.08 -0.03 0.07 0.00
H -5.259 -3.620 -3.103 0.02 0.00 -0.02 0.00
H -5.487 -1.327 -4.002 0.00 0.02 0.03 0.00
H -3.855 0.415 -3.374 -0.02 -0.02 -0.03 0.00
H -1.721 -2.436 -1.014 0.00 -0.02 0.00 0.00
H -3.359 -4.172 -1.620 -0.01 0.01 0.01 0.00
H -1.419 1.242 -3.007 0.26 -0.04 0.13 0.00
H -3.778 0.181 0.152 -0.02 0.03 0.02 0.00
H -5.200 1.739 1.431 0.00 -0.01 -0.04 0.00
H -4.804 4.181 1.294 0.00 -0.01 0.00 0.00
H -2.977 5.046 -0.130 0.01 -0.01 -0.01 0.00
H -1.562 3.490 -1.411 -0.01 0.04 0.01 0.00
C 5.376 0.495 -1.059 -0.24 0.09 0.09 0.00
C 4.573 1.764 -1.261 0.40 -0.27 -0.05 0.00
O 3.249 1.567 -0.742 -0.54 0.72 -0.03 -0.01
P 2.092 2.734 -1.013 0.65 0.10 -1.12 0.00
O 1.114 2.416 0.098 -0.15 1.09 0.37 0.00
Te 2.888 4.853 -1.447 -0.06 0.01 0.09 0.00
O 1.404 1.940 -2.297 0.51 0.48 0.74 0.00
C 1.247 2.480 -3.613 -0.21 -0.08 -0.47 0.00
C 1.519 1.386 -4.626 -0.03 0.00 0.23 0.00
H 6.391 0.639 -1.429 0.01 0.01 -0.02 0.00
H 4.920 -0.342 -1.585 0.08 -0.02 -0.02 0.00
H 5.415 0.247 0.000 0.04 -0.03 -0.01 0.00
H 4.524 2.039 -2.318 -0.08 -0.02 0.00 0.00
H 5.037 2.596 -0.728 -0.09 0.03 0.00 0.00
H 1.920 3.328 -3.745 0.03 -0.03 0.09 0.00
H 0.221 2.834 -3.723 0.02 0.00 0.11 0.00
H 2.541 1.013 -4.528 0.02 0.04 -0.05 0.00
H 1.382 1.774 -5.635 0.00 -0.02 -0.01 0.00
H 0.825 0.558 -4.468 0.00 -0.01 -0.05 0.00
```
Positions in Å, forces in eV/Å.

Properties
F_max	0.0328	Eh/bohr
spin multiplicity	6
total energy	-3376.6117	hartree
charge	0
orbital gap (alpha / beta)	5.220 / 5.141	eV
E_HOMO (alpha / beta)	-0.237 / -0.234	hartree

(3)
Density functional theory data (ωB97M-V/def2-TZVPD) for a structure of composition C5H11OS.

```
18
Properties=species:S:1:pos:R:3:forces:R:3:lowdin_charge:R:1
C 1.456 1.033 1.511 -0.45 0.91 -1.23 -0.14
C 2.254 0.500 0.303 0.70 0.33 0.27 -0.36
C 1.287 0.240 -0.862 0.06 0.72 -0.41 -0.68
S 0.262 -1.178 -0.567 -0.55 -0.54 -0.18 0.55
H 1.011 1.998 1.161 0.13 -0.70 0.54 0.08
H 2.019 1.230 2.408 0.52 -0.06 0.31 0.04
H 0.623 0.369 1.745 0.16 0.02 -0.01 0.03
H 3.060 1.229 0.023 -0.67 -0.24 0.10 0.09
H 2.809 -0.412 0.576 -0.34 0.03 -0.17 0.08
H 1.776 0.097 -1.842 0.18 0.17 0.49 0.04
H 0.602 1.125 -0.978 0.47 -0.54 0.18 0.06
O -1.372 1.291 0.145 -0.47 -0.93 -0.83 -0.17
C -1.516 0.047 0.286 -0.31 0.24 0.73 -0.65
C -2.660 -0.788 -0.366 0.10 0.54 -0.22 -0.15
H -1.200 -0.338 1.261 -0.31 -0.34 0.21 0.04
H -3.677 -0.440 -0.093 0.52 0.08 0.24 0.06
H -2.592 -1.863 -0.146 0.21 0.34 0.10 0.05
H -2.586 -0.670 -1.445 0.03 -0.03 -0.14 0.05
```
Positions in Å, forces in eV/Å.

Properties
F_max	0.0311	Eh/bohr
relative energy (zero: lowest compared OMol25 entry of this formula, charge and spin)	47.83	kJ/mol
total energy	-670.5462	hartree
charge	-1
orbital gap	7.052	eV
E_HOMO	-0.113	hartree